1.
{"formula": "C5H30NO10", "method": "the ωB97M-V functional and the def2-TZVPD basis", "symbols": ["O", "C", "C", "N", "C", "C", "C", "H", "H", "H", "H", "H", "H", "H", "H", "H", "H", "H", "H", "H", "H", "O", "H", "H", "O", "H", "H", "O", "H", "H", "O", "H", "H", "O", "H", "H", "O", "H", "H", "O", "H", "H", "O", "H", "H", "O"], "xyz": [[1.721, 2.135, 0.683], [2.204, 1.287, -0.377], [1.136, 1.253, -1.434], [-0.129, 0.646, -0.818], [-0.864, -0.151, -1.863], [0.131, -0.269, -3.055], [1.452, 0.295, -2.568], [2.389, 2.134, 1.377], [3.058, 1.774, -0.818], [2.525, 0.339, 0.055], [0.854, 2.241, -1.750], [0.045, -0.016, -0.057], [-0.700, 1.403, -0.489], [-1.741, 0.349, -2.227], [-1.122, -1.108, -1.425], [-0.263, 0.216, -3.927], [0.151, -1.325, -3.327], [2.164, -0.435, -2.269], [1.828, 0.876, -3.392], [-0.055, -0.014, 2.193], [-0.136, 1.497, 2.326], [-0.530, 0.758, 1.848], [-4.737, -0.145, -0.360], [-3.353, 0.543, -0.330], [-3.793, -0.317, -0.314], [5.114, -1.151, 0.211], [4.900, -1.853, -1.145], [4.558, -1.157, -0.573], [-3.347, -2.345, -0.050], [-3.262, -3.454, 0.980], [-2.727, -2.987, 0.327], [1.809, -3.400, -0.322], [2.770, -2.187, -0.230], [1.835, -2.448, -0.194], [-1.374, -2.072, 0.865], [0.156, -2.416, 0.504], [-0.438, -1.762, 0.887], [-2.652, 2.423, 3.515], [-2.109, 1.537, 2.460], [-2.507, 2.398, 2.573], [1.402, -1.313, 2.253], [1.644, -1.546, 3.726], [1.707, -0.863, 3.050], [-2.730, 3.282, -0.926], [-2.751, 2.720, 0.439], [-2.730, 2.421, -0.492]], "homo_lumo_gap_ev": 11.1098, "relative_energy_ev": 0.582, "e_tot_ev": -27632.711, "total_charge": 1, "homo_energy_ev": -13.466}

2.
{"formula": "C25H41F5OsP2", "method": "the ωB97M-V functional and the def2-TZVPD basis", "symbols": ["Os", "C", "C", "C", "C", "C", "C", "H", "H", "H", "C", "H", "H", "H", "C", "H", "H", "H", "C", "H", "H", "H", "C", "H", "H", "H", "C", "C", "C", "C", "C", "C", "C", "C", "H", "H", "H", "H", "H", "H", "H", "H", "H", "H", "H", "H", "P", "C", "C", "P", "C", "C", "C", "H", "H", "H", "H", "H", "H", "H", "H", "H", "H", "H", "H", "H", "H", "F", "C", "F", "C", "F", "F", "F"], "xyz": [[2.736, 1.385, -2.039], [-1.694, 0.988, 0.345], [-1.743, 0.135, -0.799], [-1.178, -1.130, 1.051], [-1.307, 0.211, 1.471], [-1.474, -1.182, -0.343], [-2.021, 2.415, 0.393], [-2.586, 2.703, -0.507], [-1.090, 3.036, 0.448], [-2.557, 2.697, 1.314], [-1.096, 0.725, 2.832], [-0.718, 1.751, 2.790], [-0.377, 0.114, 3.385], [-2.033, 0.733, 3.406], [-0.805, -2.266, 1.905], [-1.692, -2.735, 2.355], [-0.151, -1.942, 2.724], [-0.284, -3.030, 1.314], [-1.496, -2.418, -1.143], [-2.186, -3.158, -0.714], [-0.505, -2.892, -1.204], [-1.822, -2.185, -2.161], [-2.058, 0.565, -2.181], [-3.139, 0.739, -2.310], [-1.744, -0.181, -2.923], [-1.543, 1.507, -2.425], [4.186, 2.712, -2.013], [2.882, 3.302, -2.320], [2.681, 3.751, -3.781], [1.989, 2.628, -4.565], [1.980, 1.302, -3.840], [3.322, 0.605, -3.676], [4.632, 1.233, -4.053], [5.198, 2.312, -3.073], [3.636, 4.039, -4.258], [2.484, 2.452, -5.510], [2.032, 4.631, -3.791], [5.552, 3.212, -3.582], [4.670, 2.998, -1.085], [2.219, 3.777, -1.543], [6.112, 1.890, -2.615], [5.388, 0.451, -4.130], [3.252, -0.495, -3.630], [4.493, 1.639, -5.051], [0.958, 2.920, -4.744], [1.161, 0.629, -4.090], [0.020, 4.656, -0.556], [0.901, 5.758, 0.520], [-0.450, 5.698, -1.947], [1.512, -3.308, -3.326], [1.076, -1.629, -3.103], [1.192, -3.432, -5.151], [3.371, -3.346, -3.230], [1.291, 5.216, 1.411], [0.276, 6.609, 0.881], [1.751, 6.035, -0.141], [0.179, 5.185, -2.702], [-0.160, 6.761, -1.827], [-1.534, 5.611, -2.232], [3.827, -2.751, -4.010], [3.678, -4.388, -3.334], [3.715, -3.001, -2.253], [0.903, -1.229, -2.097], [0.696, -1.060, -3.960], [0.490, -4.258, -5.279], [2.133, -3.660, -5.675], [0.774, -2.495, -5.504], [4.601, 0.017, -0.417], [3.279, 0.411, -0.213], [2.532, -0.751, -0.025], [3.141, 1.351, 1.003], [3.662, 2.611, 0.839], [1.828, 1.528, 1.345], [3.771, 0.821, 2.072]], "homo_lumo_gap_ev": [4.5344, 5.2762], "e_tot_ev": -61196.972, "spin_multiplicity": 5, "total_charge": 2, "homo_energy_ev": [-12.967, -13.664]}

3.
{"formula": "C10H27Cl6NO2P2", "method": "the ωB97M-V functional and the def2-TZVPD basis", "symbols": ["C", "C", "O", "C", "C", "P", "P", "N", "O", "H", "H", "H", "H", "H", "H", "H", "H", "H", "H", "H", "H", "H", "H", "H", "Cl", "C", "C", "Cl", "H", "H", "H", "H", "Cl", "C", "C", "Cl", "H", "H", "H", "H", "Cl", "C", "C", "Cl", "H", "H", "H", "H"], "xyz": [[-1.189, -4.300, -4.228], [0.463, -4.562, -4.239], [1.049, -3.382, -4.892], [2.373, -3.037, -4.333], [2.544, -1.390, -4.569], [1.085, -0.583, -3.595], [-0.621, 0.130, -2.358], [-0.177, 1.671, -1.579], [-0.765, -1.033, -1.060], [-1.356, -3.455, -3.417], [-1.792, -5.282, -4.028], [-1.440, -3.863, -5.295], [0.885, -4.780, -3.161], [0.663, -5.489, -4.963], [2.499, -3.303, -3.192], [3.173, -3.550, -5.023], [3.602, -0.996, -4.251], [2.315, -1.209, -5.726], [0.143, -0.944, -4.664], [1.401, -1.511, -2.506], [1.650, 0.746, -3.691], [0.260, 1.422, -0.659], [0.469, 2.227, -2.184], [0.097, -1.052, -0.530], [-3.699, 3.833, 0.941], [-3.240, 2.124, 0.733], [-2.633, 1.535, 1.996], [-1.033, 2.227, 2.361], [-2.549, 2.060, -0.114], [-4.153, 1.582, 0.470], [-2.491, 0.458, 1.872], [-3.279, 1.695, 2.866], [0.109, 7.630, 5.922], [0.435, 6.340, 4.738], [-0.059, 4.984, 5.217], [0.892, 4.368, 6.592], [1.511, 6.329, 4.536], [-0.082, 6.619, 3.816], [0.037, 4.249, 4.412], [-1.110, 5.021, 5.520], [-1.553, -1.837, 4.490], [0.202, -2.124, 4.595], [0.986, -1.243, 3.635], [0.715, -1.695, 1.934], [0.383, -3.187, 4.407], [0.497, -1.906, 5.625], [2.058, -1.351, 3.824], [0.724, -0.187, 3.752]], "homo_lumo_gap_ev": 7.7505, "e_tot_ev": -110101.356, "total_charge": 0, "smiles": "CCOCC[PH3]P(N)O.ClCCCl.ClCCCl.ClCCCl", "homo_energy_ev": -7.372}

4.
{"formula": "C5H17N2O", "method": "the ωB97M-V functional and the def2-TZVPD basis", "symbols": ["C", "N", "C", "C", "N", "C", "C", "H", "H", "H", "H", "H", "H", "H", "H", "H", "H", "H", "H", "H", "H", "H", "H", "H", "O"], "xyz": [[-0.694, 0.578, -1.075], [-0.887, 1.540, 0.008], [-2.178, 2.178, 0.005], [0.559, -0.339, -0.878], [0.348, -1.044, 0.520], [1.513, -2.041, 0.768], [0.558, -1.480, -1.902], [-0.713, 0.969, -2.106], [-1.616, -0.006, -1.172], [-0.143, 2.264, 0.035], [-2.646, 2.651, -0.986], [-2.894, 1.425, 0.073], [-2.165, 2.895, 0.830], [1.665, 0.252, -0.962], [-0.565, -1.596, 0.628], [0.322, -0.246, 1.268], [2.191, -2.241, -0.094], [2.292, -1.670, 1.501], [0.928, -2.927, 1.193], [0.386, -0.991, -2.976], [1.547, -1.900, -2.347], [-0.376, -2.036, -1.919], [0.175, 1.669, 3.401], [1.607, 1.105, 3.244], [0.783, 0.992, 2.943]], "homo_lumo_gap_ev": 9.8813, "relative_energy_ev": 3.132, "e_tot_ev": -10479.802, "total_charge": 1, "homo_energy_ev": -12.608}

5.
{"formula": "C24H43FP2Zr", "method": "the ωB97M-V functional and the def2-TZVPD basis", "symbols": ["Zr", "C", "C", "C", "C", "C", "C", "H", "H", "H", "C", "H", "H", "H", "C", "H", "H", "H", "C", "H", "H", "H", "C", "H", "H", "H", "C", "C", "C", "C", "C", "C", "C", "C", "H", "H", "H", "H", "H", "H", "H", "H", "H", "H", "H", "H", "P", "P", "C", "C", "H", "H", "H", "H", "C", "H", "H", "H", "C", "H", "H", "H", "C", "H", "H", "H", "C", "H", "H", "H", "F"], "xyz": [[-0.185, 0.263, 2.138], [0.590, -0.200, 4.953], [1.592, 0.285, 4.042], [-0.136, 1.830, 4.132], [-0.483, 0.721, 4.970], [1.172, 1.582, 3.563], [0.709, -1.396, 5.828], [1.338, -2.171, 5.375], [-0.276, -1.835, 6.035], [1.160, -1.134, 6.798], [-1.716, 0.619, 5.800], [-1.835, -0.388, 6.222], [-2.609, 0.840, 5.198], [-1.706, 1.325, 6.644], [-0.895, 3.103, 4.036], [-0.742, 3.711, 4.942], [-1.973, 2.915, 3.935], [-0.561, 3.693, 3.174], [2.015, 2.582, 2.840], [2.481, 3.280, 3.554], [1.424, 3.188, 2.137], [2.828, 2.107, 2.277], [2.990, -0.223, 3.969], [3.612, 0.308, 4.713], [3.442, -0.060, 2.979], [3.045, -1.297, 4.202], [-0.875, -1.941, 1.675], [0.273, -2.065, 2.445], [1.603, -2.468, 1.849], [2.106, -1.619, 0.658], [1.581, -0.203, 0.551], [0.413, 0.157, -0.130], [-0.661, -0.786, -0.634], [-0.877, -2.092, 0.159], [1.564, -3.511, 1.497], [1.918, -2.179, -0.273], [2.350, -2.457, 2.655], [-0.149, -2.845, -0.187], [-1.858, -1.977, 2.161], [0.164, -2.275, 3.510], [-1.870, -2.485, -0.123], [-1.620, -0.245, -0.707], [0.326, 1.174, -0.534], [-0.460, -1.072, -1.677], [3.204, -1.563, 0.741], [2.355, 0.566, 0.671], [-1.076, -0.751, -4.078], [-0.829, 1.928, -5.434], [-1.140, -0.807, -5.950], [-1.530, 0.558, -6.506], [-1.868, -1.576, -6.244], [-0.149, -1.115, -6.315], [-1.164, 0.689, -7.534], [-2.623, 0.679, -6.512], [-1.642, 3.286, -6.391], [-1.261, 4.249, -6.032], [-2.725, 3.245, -6.215], [-1.443, 3.190, -7.467], [0.823, 2.010, -6.267], [0.710, 1.978, -7.359], [1.451, 1.175, -5.934], [1.305, 2.953, -5.977], [-2.613, -1.728, -3.789], [-2.703, -1.984, -2.725], [-2.603, -2.639, -4.401], [-3.476, -1.111, -4.075], [0.236, -2.035, -3.886], [1.183, -1.608, -4.244], [-0.012, -2.923, -4.481], [0.371, -2.325, -2.837], [-1.991, 0.898, 1.892]], "homo_lumo_gap_ev": [3.0819, 3.0801], "e_tot_ev": -48145.519, "total_charge": 2, "homo_energy_ev": [-11.689, -11.688]}

6.
{"formula": "C7H10", "method": "the ωB97M-V functional and the def2-TZVPD basis", "symbols": ["C", "C", "C", "C", "C", "C", "C", "H", "H", "H", "H", "H", "H", "H", "H", "H", "H"], "xyz": [[0.167, -0.046, -1.968], [0.043, 1.214, -1.555], [0.194, 1.330, -0.056], [0.054, -0.125, 0.392], [0.424, -0.989, -0.816], [-1.112, -0.522, 1.249], [0.290, -0.565, 1.803], [0.125, -0.371, -3.003], [-0.112, 2.072, -2.204], [1.185, 1.738, 0.197], [-0.551, 1.987, 0.409], [1.483, -1.287, -0.797], [-0.167, -1.912, -0.866], [-1.774, 0.264, 1.604], [-1.607, -1.467, 1.037], [0.742, -1.541, 1.964], [0.567, 0.185, 2.540]], "homo_lumo_gap_ev": 10.2648, "relative_energy_ev": 1.162, "e_tot_ev": -7419.873, "total_charge": 0, "smiles": "C1=CCC2(C1)CC2", "homo_energy_ev": -9.088}